Molecular formula: C4H10O2
Method: DFT, wB97M-V/def2-TZVPD

The geometry in XYZ format:
```
16
C4H10O2, DFT wB97M-V/def2-TZVPD
C 1.326 1.117 -0.822
C 0.550 0.768 0.436
C -0.678 0.293 0.327
O -1.185 0.070 -0.962
C -1.713 0.058 1.381
H 0.852 2.008 -1.249
H 1.152 0.287 -1.492
H 2.375 1.344 -0.695
H 1.015 0.831 1.409
H -1.966 0.613 -1.095
H -2.618 -0.419 1.007
H -2.043 0.987 1.879
H -1.375 -0.553 2.231
H 1.418 -2.766 -0.047
H 1.508 -1.868 -1.305
O 1.382 -2.769 -1.003
```

Output
Energy relative to the best compared isomer or geometry (same formula, charge and spin) (kcal/mol): 31.2
E_HOMO (eV): -8.98
SMILES: C/C=C(/C)O.O
Gap between HOMO and LUMO (eV): 9.73
Molar mass (g mol⁻¹): 90.1
Charge: 0

Molecular formula: C50H64IrN4OP2S2Si2
Method: DFT, wB97M-V/def2-TZVPD

The geometry in XYZ format:
```
126
C50H64IrN4OP2S2Si2, DFT wB97M-V/def2-TZVPD
Ir 0.514 0.261 -0.235
C -1.437 2.192 3.477
Si -0.379 0.623 3.608
C 1.385 1.113 4.109
C -1.118 -0.347 5.061
N -0.345 -0.168 2.065
P -0.176 -1.713 1.676
C -0.139 -1.816 -0.069
P -1.480 -1.536 -1.160
N -1.824 0.019 -0.982
Si -3.323 0.827 -0.687
C -4.195 0.415 0.938
C -4.540 0.451 -2.088
C -2.884 2.663 -0.621
C -2.925 -2.640 -1.169
C -3.360 -3.247 -2.348
C -4.474 -4.073 -2.332
C -5.150 -4.316 -1.145
C -4.728 -3.705 0.027
C -3.630 -2.863 0.009
C -0.773 -1.793 -2.814
C 0.198 -2.761 -3.047
C 0.715 -2.928 -4.323
C 0.260 -2.137 -5.369
C -0.708 -1.167 -5.141
C -1.227 -1.001 -3.865
C 1.447 -2.367 2.200
C 1.675 -2.550 3.564
C 2.897 -3.021 4.015
C 3.903 -3.317 3.103
C 3.683 -3.136 1.744
C 2.460 -2.658 1.291
C -1.300 -2.863 2.522
C -2.469 -2.448 3.149
C -3.323 -3.381 3.718
C -3.017 -4.732 3.655
C -1.857 -5.155 3.019
C -1.001 -4.224 2.453
H -2.175 2.203 4.284
H -0.835 3.096 3.583
H -1.974 2.237 2.532
H 1.375 1.963 4.797
H 1.908 0.290 4.601
H 1.961 1.394 3.226
H -0.724 0.047 6.001
H -2.203 -0.221 5.088
H -0.910 -1.417 5.039
H -4.779 -0.504 0.870
H -3.475 0.311 1.754
H -4.881 1.224 1.204
H -4.577 -0.620 -2.296
H -5.549 0.765 -1.808
H -4.283 0.965 -3.018
H -2.662 2.946 0.411
H -2.006 2.882 -1.229
H -3.711 3.292 -0.963
H -2.837 -3.076 -3.278
H -4.812 -4.535 -3.251
H -6.006 -4.978 -1.136
H -5.251 -3.890 0.957
H -3.317 -2.364 0.911
H 0.551 -3.367 -2.220
H 1.477 -3.675 -4.508
H 0.663 -2.272 -6.365
H -1.067 -0.549 -5.955
H -1.985 -0.252 -3.662
H 0.881 -2.332 4.270
H 3.064 -3.171 5.074
H 4.857 -3.690 3.453
H 4.465 -3.380 1.035
H 2.276 -2.519 0.233
H -2.706 -1.392 3.191
H -4.234 -3.056 4.204
H -3.679 -5.458 4.108
H -1.623 -6.210 2.964
H -0.092 -4.546 1.959
N 1.354 0.438 -2.320
S 2.117 1.720 -2.883
C 0.930 2.882 -3.595
C -0.421 2.598 -3.533
C -1.321 3.510 -4.067
C -0.862 4.684 -4.647
C 0.498 4.963 -4.687
C 1.403 4.062 -4.148
C 2.846 1.101 -4.414
C 2.160 1.073 -5.618
C 2.748 0.454 -6.712
C 4.000 -0.131 -6.596
C 4.677 -0.103 -5.384
C 4.100 0.516 -4.288
H 0.854 -0.066 -3.047
H -0.754 1.686 -3.049
H -2.383 3.303 -4.024
H -1.569 5.388 -5.069
H 0.851 5.882 -5.137
H 2.467 4.272 -4.165
H 1.183 1.530 -5.710
H 2.224 0.427 -7.658
H 4.452 -0.607 -7.456
H 5.649 -0.568 -5.294
H 4.603 0.543 -3.329
C 5.842 0.146 1.691
C 4.442 0.346 2.286
C 3.429 0.445 1.254
N 2.647 0.542 0.418
H 6.581 0.146 2.490
H 6.088 0.951 0.999
H 5.902 -0.801 1.157
H 4.413 1.260 2.882
H 4.177 -0.488 2.939
C 0.489 5.861 -0.798
C -0.314 5.079 0.225
S 0.391 3.467 0.716
O 0.615 2.710 -0.569
C 2.054 4.045 1.284
C 3.099 4.048 0.182
H -0.121 6.675 -1.188
H 0.774 5.217 -1.631
H 1.386 6.297 -0.360
H -1.295 4.816 -0.170
H -0.458 5.630 1.157
H 2.314 3.333 2.068
H 1.919 5.025 1.744
H 2.969 3.176 -0.452
H 4.100 4.012 0.614
H 3.034 4.937 -0.442
```

Output
⟨S²⟩: 6.0146
Energy relative to the best compared isomer or geometry (same formula, charge and spin) (kcal/mol): 15.4
E_HOMO (spin up / spin down) (eV): -8.53 / -10.39
Gap between HOMO and LUMO (spin up / spin down) (eV): 6.99 / 7.22
Molar mass (g mol⁻¹): 1111.6
Multiplicity: 5
Charge: +1

Molecular formula: C3H12NO
Method: DFT, wB97M-V/def2-TZVPD

The geometry in XYZ format:
```
17
C3H12NO, DFT wB97M-V/def2-TZVPD
C 0.298 1.207 -1.271
C 0.113 -0.084 -0.471
C 0.318 -1.428 -1.059
N 1.064 -0.044 0.874
H 0.650 0.854 -2.355
H -0.779 1.723 -1.209
H 0.876 2.058 -0.997
H -0.891 -0.030 -0.114
H 1.368 -1.613 -1.239
H 0.070 -1.458 -2.171
H -0.309 -2.043 -0.145
H 0.524 0.068 1.798
H 1.351 -1.020 0.897
H 1.821 0.727 0.839
H -2.708 -0.202 1.893
H -1.965 1.082 2.605
O -1.802 0.205 2.124
```

Output
Energy relative to the best compared isomer or geometry (same formula, charge and spin) (kcal/mol): 59.1
E_HOMO (eV): -15.66
Gap between HOMO and LUMO (eV): 12.25
Molar mass (g mol⁻¹): 78.1
Charge: +1

Molecular formula: C27H34N3O6S
Method: DFT, wB97M-V/def2-TZVPD

The geometry in XYZ format:
```
71
C27H34N3O6S, DFT wB97M-V/def2-TZVPD
C 2.754 4.392 1.562
N 2.788 3.054 0.954
C 4.048 2.511 0.764
S 5.451 3.352 1.155
N 4.066 1.215 0.275
C 5.395 0.627 0.073
C 2.931 0.424 -0.010
O 3.076 -0.735 -0.425
C 1.622 1.029 0.216
C 0.499 0.300 -0.072
C -0.860 0.819 -0.029
C -1.217 2.092 -0.554
C -2.463 2.659 -0.342
C -3.468 1.926 0.359
N -4.706 2.461 0.567
C -5.123 3.673 -0.120
C -3.985 4.675 -0.200
C -2.751 4.042 -0.837
C -5.793 1.635 1.060
C -5.312 0.675 2.135
C -4.152 -0.166 1.619
C -3.148 0.626 0.846
C -1.896 0.080 0.592
C 1.586 2.313 0.925
O 0.582 2.770 1.484
H 1.719 4.706 1.673
H 3.261 4.357 2.533
H 3.321 5.067 0.916
H 5.259 -0.379 -0.313
H 5.959 1.258 -0.620
H 5.926 0.629 1.030
H 0.628 -0.732 -0.381
H -0.469 2.633 -1.138
H -5.484 3.428 -1.138
H -5.972 4.081 0.442
H -4.315 5.529 -0.795
H -3.745 5.040 0.804
H -1.876 4.679 -0.654
H -2.888 4.000 -1.929
H -6.560 2.311 1.452
H -6.244 1.062 0.226
H -4.998 1.235 3.023
H -6.136 0.022 2.424
H -3.644 -0.659 2.458
H -4.537 -0.966 0.966
H -1.664 -0.936 0.938
C 3.422 -4.784 2.845
C 3.331 -4.765 1.337
O 2.087 -4.136 0.992
C 1.923 -3.985 -0.347
C 0.715 -3.170 -0.576
C -0.345 -3.285 0.418
C 0.370 -2.856 -1.951
O -0.659 -2.261 -2.277
O 1.294 -3.253 -2.846
C 1.054 -2.788 -4.190
C 2.152 -3.358 -5.055
O 2.685 -4.527 -1.138
H 4.421 -5.093 3.168
H 3.219 -3.788 3.256
H 2.702 -5.488 3.281
H 4.150 -4.172 0.909
H 3.373 -5.787 0.932
H -1.293 -3.067 -0.094
H -0.303 -4.319 0.781
H -0.233 -2.602 1.277
H 0.072 -3.134 -4.556
H 1.098 -1.687 -4.199
H 2.132 -2.880 -6.038
H 3.142 -3.195 -4.618
H 2.025 -4.434 -5.220
```

Output
Energy relative to the best compared isomer or geometry (same formula, charge and spin) (kcal/mol): 0.0
E_HOMO (eV): -2.98
Gap between HOMO and LUMO (eV): 4.59
Molar mass (g mol⁻¹): 528.7
Charge: -1

Question: Look up the charge of the fourth one.
Answer: -1

Question: What is the charge in the fourth record?
Answer: -1

Question: Which of these has the lowest energy relative to the best compared isomer or geometry (same formula, charge and spin)?
Answer: C27H34N3O6S